Arrangement w

Computed, not measured: a structure of composition C3H3Br9, with ωB97M-V/def2-TZVPD.

## Properties
**Charge**: 0
**HOMO level**: -9.270 eV
**Frontier orbital gap**: 8.5 eV

Each line ends with the Löwdin charge.
Atoms and positions in Å:
1 C -1.51412 2.54882 1.68136  -1.701
2 Br -2.79474 3.58282 2.78015  0.491
3 Br -2.14735 0.70398 2.09371  0.511
4 Br 0.33633 2.94619 2.20617  0.565
5 H -1.74378 2.86743 0.66458  -0.197
6 C 1.10830 -3.19171 -1.46741  -1.359
7 Br -0.54415 -2.07589 -1.17644  0.649
8 Br 2.03854 -3.47135 0.21804  0.568
9 Br 2.18128 -2.18067 -2.84571  0.501
10 H 0.84953 -4.19038 -1.81923  -0.018
11 C 0.36351 0.40230 -0.58705  -1.461
12 Br 2.13131 0.77362 -1.37809  0.534
13 Br -0.63851 2.05625 -0.34816  0.709
14 Br 0.57790 -0.48635 1.19245  0.443
15 H -0.20405 -0.28506 -1.21438  -0.234


Arrangement x

Computed, not measured: a structure of composition C3H3Br9, with ωB97M-V/def2-TZVPD.

## Properties
**Charge**: 0
**HOMO level**: -10.247 eV
**Frontier orbital gap**: 9.4 eV

Each line ends with the Löwdin charge.
Atoms and positions in Å:
1 C -9.63529 0.27084 6.35603  -1.509
2 Br -9.69233 -0.66917 4.60437  0.479
3 Br -11.03981 -0.44815 7.52523  0.549
4 Br -9.94824 2.17545 5.86888  0.507
5 H -8.59281 0.10683 6.62887  -0.087
6 C -4.79792 -2.39576 8.13508  -1.430
7 Br -5.32883 -2.50625 10.03965  0.522
8 Br -6.47382 -1.79744 7.13904  0.496
9 Br -4.13282 -4.16496 7.43436  0.509
10 H -4.06214 -1.61534 7.94097  -0.096
11 C -1.97732 0.14977 7.74678  -1.505
12 Br -0.99943 -1.53804 7.19202  0.494
13 Br -0.87021 1.60101 7.09688  0.567
14 Br -2.34126 0.29950 9.70313  0.542
15 H -2.93032 0.03881 7.22950  -0.039


Top of the stability list: arrangement x, leading by 0.1750 hartree.


Arrangement w

Computed, not measured: a cluster of 2 separate species, C3H2N4 in total, with ωB97M-V/def2-TZVPD.

## Properties
**SMILES**: N#CC=C=N.N#N
**Charge**: 0
**HOMO level**: -9.818 eV
**Frontier orbital gap**: 10.4 eV

Each line ends with the Löwdin charge.
Atoms and positions in Å:
1 N 2.61765 0.06504 0.67404  0.136
2 C 1.72346 -0.27299 0.01370  -0.273
3 C 0.64753 -0.69667 -0.82051  -0.114
4 C -0.60667 -0.67737 -0.39826  -0.186
5 N -1.77225 -0.56367 -0.07061  0.175
6 N -1.03294 2.17448 1.37216  0.025
7 N -0.22674 2.38596 0.65132  0.031
8 H 0.85935 -1.06103 -1.82223  0.111
9 H -2.20940 -1.35375 0.40039  0.094


Arrangement x

Computed, not measured: an isolated molecule of C3H2N4, with ωB97M-V/def2-TZVPD.

## Properties
**SMILES**: N#CC1=NN=NC1
**Charge**: 0
**HOMO level**: -11.057 eV
**Frontier orbital gap**: 9.9 eV

Each line ends with the Löwdin charge.
Atoms and positions in Å:
1 N -1.07064 -0.82883 2.68979  0.179
2 C -0.75746 -0.66244 1.58831  -0.138
3 C -0.33316 -0.40752 0.24435  -0.307
4 C 0.59486 0.65647 -0.18750  -0.150
5 N 0.67146 0.42114 -1.60998  0.014
6 N -0.08974 -0.51338 -1.91586  0.006
7 N -0.72592 -1.09064 -0.77184  0.117
8 H 1.55518 0.75086 0.31258  0.135
9 H 0.15749 1.65655 -0.24833  0.144


Top of the stability list: arrangement w, leading by 0.0709 hartree.


Arrangement w

Computed, not measured: an isolated molecule of C4H8O2S, with ωB97M-V/def2-TZVPD.

## Properties
**SMILES**: C[C@@]1(S)[C@H](O)[C@@H]1O
**Charge**: 0
**HOMO level**: -9.199 eV
**Frontier orbital gap**: 9.8 eV

Each line ends with the Löwdin charge.
Atoms and positions in Å:
1 C -1.47381 0.97880 0.00996  -0.108
2 C -0.36714 -0.03188 0.04175  -0.684
3 C 0.94663 0.10847 -0.74914  -0.315
4 C 0.88422 0.48900 0.71195  -0.278
5 H -1.15197 1.98593 -0.26932  0.080
6 H -2.00314 1.09114 1.00828  0.105
7 H -2.27570 0.69989 -0.70649  0.075
8 H -1.74038 -1.82022 -0.59277  -0.110
9 H 1.01200 0.89707 -1.51487  0.155
10 H 0.99159 -1.68262 -1.36070  0.090
11 H 0.95947 1.52312 1.03512  0.152
12 H 1.99354 -1.04752 1.25260  0.094
13 O 1.63184 -1.04252 -0.98410  -0.037
14 O 1.43272 -0.38378 1.68680  -0.043
15 S -0.83987 -1.76489 0.43094  0.825


Arrangement x

Computed, not measured: an isolated molecule of C4H8O2S, with ωB97M-V/def2-TZVPD.

## Properties
**SMILES**: CCO[C@]1(C)OS1
**Charge**: 0
**HOMO level**: -8.507 eV
**Frontier orbital gap**: 9.2 eV

Each line ends with the Löwdin charge.
Atoms and positions in Å:
1 C -0.37026 -0.92060 -0.66453  -0.914
2 C 0.00188 -2.34590 -0.48298  -0.022
3 C 0.47043 1.96843 1.37440  -0.023
4 C 0.30100 1.28515 -0.00234  -0.225
5 O -0.75958 -0.45989 -1.83906  -0.338
6 O 0.31580 -0.13108 0.16176  -0.076
7 S -2.10287 -0.57397 -0.89532  0.940
8 H 0.77815 -2.71505 -1.11626  0.083
9 H -0.74887 -3.07096 -0.67313  0.065
10 H 0.30813 -2.58820 0.54880  0.105
11 H 0.23798 1.26204 2.07707  0.055
12 H 1.40469 2.40115 1.49488  0.055
13 H -0.29548 2.66588 1.28187  0.057
14 H 1.08785 1.59945 -0.86780  0.171
15 H -0.62886 1.62357 -0.39736  0.066


Top of the stability list: arrangement w, leading by 0.0436 hartree.


Arrangement w

Computed, not measured: a cluster of 2 separate species, C4H8O2S in total, with ωB97M-V/def2-TZVPD.

## Properties
**Charge**: 0
**HOMO level (spin up / spin down)**: -7.763 / -7.760 eV
**Frontier orbital gap (spin up / spin down)**: 6.4 / 6.4 eV

Each line ends with the Löwdin charge.
Atoms and positions in Å:
1 C 0.34256 -0.85832 2.27806  -0.481
2 C 0.33955 1.35460 -0.18013  -0.007
3 C 0.26728 -0.90849 -1.25251  -0.007
4 C -0.32677 0.06833 -0.38851  -0.312
5 O -0.41069 -1.08216 4.82674  -0.670
6 O -1.64231 -0.12838 -0.03361  0.092
7 S -0.76581 -0.73018 3.40085  0.630
8 H 1.38661 -1.13980 2.66204  -0.020
9 H 1.14513 0.98980 0.61312  0.147
10 H -0.35671 1.98226 0.27309  0.073
11 H 0.94809 1.72505 -0.97250  0.092
12 H 0.31172 -0.44999 -2.28024  0.142
13 H 1.23889 -1.17082 -1.09361  0.075
14 H -0.29266 -1.82648 -1.22575  0.107
15 H -2.08279 0.54093 0.51373  0.137


Arrangement x

Computed, not measured: an isolated molecule of C4H8O2S, with ωB97M-V/def2-TZVPD.

## Properties
**SMILES**: O[C@@H]1CSC[C@H]1O
**Charge**: 0
**HOMO level**: -8.348 eV
**Frontier orbital gap**: 8.9 eV

Each line ends with the Löwdin charge.
Atoms and positions in Å:
1 C 0.81265 -0.31003 0.30189  -0.415
2 C 0.76199 -0.77412 -1.14879  -0.395
3 C -1.06853 1.04932 -0.47357  -0.402
4 C -0.61940 0.14449 0.65692  -0.422
5 H 1.75265 1.06019 1.30827  0.107
6 H 1.10218 -1.16107 0.94955  0.153
7 H 0.36778 -1.76989 -1.20479  0.068
8 H 1.74865 -0.70757 -1.58728  0.079
9 H -2.16390 1.08215 -0.53170  0.085
10 H -0.68729 2.07032 -0.34253  0.081
11 H -0.62400 0.69803 1.57899  0.140
12 H -1.21019 -1.54140 1.43282  0.110
13 O 1.71582 0.76866 0.38314  -0.020
14 O -1.49775 -0.95914 0.70522  -0.023
15 S -0.39066 0.35003 -2.02813  0.854


Arrangement y

Computed, not measured: an isolated molecule of C4H8O2S, with ωB97M-V/def2-TZVPD.

## Properties
**Charge**: 0
**HOMO level**: -8.280 eV
**Frontier orbital gap**: 8.7 eV

Each line ends with the Löwdin charge.
Atoms and positions in Å:
1 C -0.56975 0.65572 0.37124  -0.407
2 C 0.46853 -0.19147 -0.40941  -0.495
3 C -3.06610 -0.43417 0.39565  -0.503
4 C 1.94722 -0.06544 0.05509  -0.024
5 O 0.14854 -1.59073 -0.25091  -0.087
6 O -4.32780 -0.68862 0.19942  -0.054
7 S -2.23577 0.77547 -0.48360  0.870
8 H -0.71757 0.08356 1.35589  0.103
9 H -0.35985 1.70012 0.71633  0.082
10 H 0.30091 0.13079 -1.36028  0.077
11 H -0.65427 -1.89598 -0.76974  0.115
12 H 2.39012 0.79646 -0.44381  0.082
13 H 2.45656 -0.98641 -0.30356  0.089
14 H 1.80331 -0.18132 1.11610  0.075
15 H -4.86325 -0.17525 -0.38042  0.075


Top of the stability list: arrangement x, leading by 0.1085 hartree.


Arrangement w

Computed, not measured: an isolated molecule of C4H3NOS, with ωB97M-V/def2-TZVPD.

## Properties
**Charge**: 0
**HOMO level**: -8.125 eV
**Frontier orbital gap**: 7.8 eV

Each line ends with the Löwdin charge.
Atoms and positions in Å:
1 C 0.35193 -0.17176 -0.73889  -0.304
2 C -0.75726 -0.53508 1.48001  -0.354
3 C 1.45813 0.07751 -1.32580  -0.137
4 C -0.02734 0.42683 0.66410  -0.252
5 N -0.57751 -1.26323 -1.00459  -0.295
6 O 2.32417 0.72829 -1.84329  0.124
7 S -1.27955 -1.83467 0.54071  0.937
8 H 0.78953 0.75196 1.19949  0.085
9 H -0.59804 1.26030 0.42508  0.102
10 H -0.70914 -1.85840 -1.83980  0.094


Arrangement x

Computed, not measured: an isolated molecule of C4H3NOS, with ωB97M-V/def2-TZVPD.

## Properties
**SMILES**: C#C/C(C=O)=N/S
**Charge**: 0
**HOMO level**: -9.194 eV
**Frontier orbital gap**: 8.3 eV

Each line ends with the Löwdin charge.
Atoms and positions in Å:
1 C -0.02082 0.08742 0.02738  -0.391
2 C -0.05863 1.59242 0.10992  -0.207
3 C -1.23809 -0.66416 0.00237  -0.080
4 C -2.18737 -1.42654 0.00956  0.148
5 H 3.13818 -1.18780 -0.27832  -0.131
6 H 0.88110 2.06855 0.36612  0.090
7 H -3.05773 -2.05404 0.07465  0.037
8 N 1.02439 -0.66340 -0.16357  -0.309
9 O -1.04219 2.26178 -0.15818  0.078
10 S 2.56117 -0.01424 0.01007  0.766


Top of the stability list: arrangement x, leading by 0.0454 hartree.


Arrangement w

Computed, not measured: an isolated molecule of C5H10FOP, with ωB97M-V/def2-TZVPD.

## Properties
**Charge**: 0
**HOMO level (spin up / spin down)**: -8.386 / -8.522 eV
**Frontier orbital gap (spin up / spin down)**: 8.2 / 7.4 eV

Each line ends with the Löwdin charge.
Atoms and positions in Å:
1 C -0.52350 0.64269 0.75005  -0.170
2 C -0.37437 0.85247 -0.80705  -0.304
3 C 1.84577 0.16814 1.53366  0.062
4 C 0.81107 1.11585 1.50792  -0.472
5 C -1.14456 -1.90606 -1.22819  -0.233
6 O 0.40130 -0.48721 -3.06329  -0.408
7 F 1.20463 2.33030 1.00900  -0.009
8 P 0.23388 -0.74974 -1.61026  0.775
9 H -1.45016 1.22277 1.01971  0.114
10 H -0.77995 -0.48632 0.90149  0.109
11 H -1.29810 1.12300 -1.24235  0.063
12 H 0.26027 1.66488 -1.07336  0.063
13 H 2.83886 0.29284 0.98695  0.094
14 H 1.89848 -0.75537 2.09534  0.060
15 H 0.46205 1.29246 2.57000  0.153
16 H -1.07747 -2.61364 -0.36391  0.058
17 H -2.00146 -1.26031 -0.91877  0.057
18 H -1.30675 -2.44675 -2.06694  -0.012


Arrangement x

Computed, not measured: an isolated molecule of C5H10FOP, with ωB97M-V/def2-TZVPD.

## Properties
**SMILES**: C=C(OC)[PH2]=C(C)F
**Charge**: 0
**HOMO level**: -7.163 eV
**Frontier orbital gap**: 7.7 eV

Each line ends with the Löwdin charge.
Atoms and positions in Å:
1 C 0.81374 -1.63935 -1.25416  0.055
2 C 0.19415 -0.79496 -0.38100  -0.564
3 C -0.31272 2.65490 -0.71688  -0.120
4 C -1.40207 -2.02156 0.94039  -0.049
5 C 0.24420 1.86459 0.43936  -0.494
6 O -1.06344 -0.81022 0.23331  -0.196
7 F 0.65852 2.84928 1.43904  -0.155
8 P 1.11395 0.39780 0.46140  0.909
9 H 0.19975 -2.26362 -1.76286  0.036
10 H 1.82218 -1.47064 -1.47215  0.025
11 H -0.41214 2.05411 -1.63233  0.073
12 H -1.27239 3.09786 -0.33343  0.091
13 H 0.34132 3.45985 -0.96577  0.049
14 H -2.48935 -2.05932 0.81544  0.106
15 H -0.97611 -1.93666 1.91201  0.074
16 H -0.90968 -2.84530 0.49626  0.068
17 H 0.87215 -0.38949 1.71385  0.067
18 H 2.57796 -0.14726 0.06750  0.023


Top of the stability list: arrangement w, leading by 0.0920 hartree.